A) {
  "formula": "C18H39BF4N5O4",
  "method": "the ωB97M-V functional and the def2-TZVPD basis",
  "elements": ["B", "F", "F", "F", "F", "C", "C", "N", "H", "H", "H", "C", "C", "N", "H", "H", "H", "C", "C", "N", "H", "H", "H", "C", "C", "N", "H", "H", "H", "C", "C", "N", "H", "H", "H", "C", "C", "O", "H", "H", "H", "H", "H", "H", "C", "C", "O", "H", "H", "H", "H", "H", "H", "C", "C", "O", "H", "H", "H", "H", "H", "H", "C", "C", "O", "H", "H", "H", "H", "H", "H"],
  "coordinates": [[-0.08, -0.20, 0.36], [-1.09, 0.09, 1.18], [0.64, -1.23, 0.97], [-0.44, -0.28, -0.92], [0.74, 0.96, 0.48], [-4.14, -0.11, 2.64], [-4.25, -0.31, 4.12], [-4.27, -0.51, 5.27], [-3.41, -0.84, 2.39], [-5.18, -0.42, 2.45], [-3.91, 0.96, 2.45], [-2.35, -3.11, -0.14], [-1.73, -4.00, -1.25], [-1.24, -4.62, -2.13], [-2.91, -2.44, -0.89], [-2.89, -3.86, 0.46], [-1.56, -2.66, 0.43], [0.96, 1.90, -3.85], [2.29, 2.36, -4.51], [3.18, 2.62, -5.09], [0.39, 2.83, -3.78], [0.22, 1.50, -4.59], [1.17, 1.35, -2.85], [4.06, 1.80, -1.20], [5.10, 2.25, -0.29], [5.96, 2.65, 0.41], [3.19, 1.62, -0.73], [3.84, 2.54, -1.88], [4.43, 0.92, -1.94], [1.70, -3.21, -2.29], [2.85, -2.26, -2.58], [3.78, -1.51, -2.84], [1.44, -2.88, -1.31], [0.92, -3.11, -3.07], [1.95, -4.21, -2.03], [5.11, -1.07, 2.14], [3.90, -0.97, 1.17], [3.18, 0.13, 1.66], [5.58, -0.12, 2.63], [5.67, -1.81, 2.03], [4.62, -1.58, 3.04], [3.26, -1.86, 1.22], [4.14, -0.80, 0.21], [2.24, 0.12, 1.36], [-3.60, 0.99, -4.38], [-2.95, 0.62, -3.08], [-1.62, 0.18, -3.38], [-3.28, 1.98, -4.93], [-4.54, 1.12, -4.07], [-3.59, 0.06, -5.04], [-3.70, -0.20, -2.56], [-2.72, 1.38, -2.53], [-1.34, -0.27, -2.48], [-1.28, -2.99, 4.16], [-0.52, -1.68, 3.91], [0.83, -1.95, 3.43], [-1.15, -3.63, 3.28], [-2.24, -2.83, 4.36], [-1.05, -3.40, 5.25], [-0.38, -1.40, 4.85], [-1.20, -0.97, 3.31], [0.68, -1.89, 2.50], [-1.79, 5.28, 0.90], [-1.19, 3.81, 0.92], [-2.14, 2.84, 1.12], [-2.10, 5.55, 1.84], [-2.47, 5.37, 0.02], [-0.93, 6.06, 0.81], [-0.41, 3.61, 1.75], [-0.66, 3.71, -0.01], [-1.68, 2.03, 1.13]],
  "lowdin_charge": [-1.406, 0.176, 0.117, 0.210, 0.097, -0.038, -0.287, 0.108, 0.039, 0.083, 0.092, -0.028, -0.240, 0.104, 0.104, 0.078, 0.045, -0.058, -0.292, 0.109, 0.057, 0.073, 0.104, -0.076, -0.257, 0.107, 0.016, 0.032, 0.126, -0.073, -0.206, 0.103, 0.046, 0.078, 0.064, -0.050, -0.302, -0.100, 0.124, -0.045, 0.091, 0.111, 0.040, 0.061, -0.106, -0.328, -0.138, 0.119, 0.007, 0.101, 0.164, 0.046, 0.104, -0.082, -0.267, -0.066, 0.071, -0.021, 0.121, 0.049, 0.124, 0.007, -0.075, -0.346, -0.063, 0.016, 0.080, 0.096, 0.143, 0.091, 0.018],
  "e_homo_ev": -7.03,
  "charge": -1,
  "lumo_ev": 2.1,
  "orbital_gap_ev": 9.158
}


B) {
  "formula": "C18H39BF4N5O4",
  "method": "the ωB97M-V functional and the def2-TZVPD basis",
  "elements": ["B", "F", "F", "F", "F", "C", "C", "N", "H", "H", "H", "C", "C", "N", "H", "H", "H", "C", "C", "N", "H", "H", "H", "C", "C", "N", "H", "H", "H", "C", "C", "N", "H", "H", "H", "C", "C", "O", "H", "H", "H", "H", "H", "H", "C", "C", "O", "H", "H", "H", "H", "H", "H", "C", "C", "O", "H", "H", "H", "H", "H", "H", "C", "C", "O", "H", "H", "H", "H", "H", "H"],
  "coordinates": [[7.56, 23.89, 109.12], [7.13, 22.64, 109.24], [8.82, 24.05, 109.53], [7.47, 24.16, 107.75], [6.83, 24.85, 109.84], [9.42, 21.10, 107.61], [9.68, 20.02, 106.68], [9.98, 19.12, 105.97], [9.62, 20.65, 108.54], [10.21, 21.84, 107.44], [8.40, 21.34, 107.48], [4.05, 20.71, 110.37], [4.48, 19.47, 111.17], [4.86, 18.55, 111.73], [3.20, 20.35, 109.69], [3.59, 21.50, 110.76], [4.86, 21.05, 109.68], [8.27, 25.36, 104.83], [8.16, 24.01, 104.22], [8.03, 22.96, 103.82], [8.70, 26.18, 104.19], [7.40, 25.77, 105.21], [8.93, 25.27, 105.74], [9.25, 24.24, 112.50], [9.72, 25.07, 113.70], [10.20, 25.54, 114.68], [8.43, 24.49, 112.29], [9.73, 24.71, 111.60], [9.47, 23.28, 112.66], [4.83, 22.32, 106.01], [5.20, 21.21, 105.01], [5.37, 20.29, 104.32], [5.63, 22.39, 106.72], [4.69, 23.27, 105.50], [3.88, 22.16, 106.52], [12.77, 25.16, 106.72], [11.59, 24.29, 107.26], [10.76, 25.27, 107.84], [13.36, 24.57, 106.12], [13.40, 25.44, 107.42], [12.48, 25.94, 106.07], [12.07, 23.48, 108.00], [11.14, 23.89, 106.30], [9.86, 24.90, 108.04], [7.26, 20.93, 112.63], [8.21, 20.21, 111.59], [9.07, 21.00, 110.99], [7.93, 21.38, 113.31], [6.68, 20.33, 113.14], [6.76, 21.71, 112.12], [7.59, 19.61, 110.94], [8.71, 19.40, 112.20], [8.63, 21.64, 110.44], [4.48, 26.22, 107.05], [5.55, 27.27, 107.33], [6.11, 27.25, 108.59], [3.78, 26.34, 107.87], [4.87, 25.12, 106.98], [4.25, 26.47, 106.04], [5.25, 28.21, 106.90], [6.38, 27.14, 106.64], [6.67, 26.47, 108.73], [3.25, 24.58, 109.91], [3.80, 24.80, 111.28], [4.75, 23.73, 111.53], [2.56, 23.76, 109.92], [4.09, 24.38, 109.27], [2.54, 25.43, 109.48], [2.97, 24.80, 112.13], [4.28, 25.85, 111.39], [5.66, 23.80, 111.13]],
  "lowdin_charge": [-1.453, 0.196, 0.187, 0.112, 0.125, -0.045, -0.267, 0.104, 0.063, 0.074, 0.069, -0.041, -0.241, 0.120, 0.099, -0.008, 0.082, -0.060, -0.263, 0.136, 0.100, 0.015, 0.076, 0.000, -0.195, 0.082, -0.062, 0.118, 0.037, -0.056, -0.248, 0.104, 0.040, 0.057, 0.072, -0.079, -0.309, -0.102, 0.040, 0.017, 0.068, 0.150, 0.113, 0.069, -0.041, -0.368, -0.036, 0.056, 0.005, 0.050, 0.092, 0.132, 0.057, -0.073, -0.361, -0.055, 0.046, 0.090, 0.059, 0.106, 0.086, 0.066, -0.123, -0.308, -0.136, 0.053, 0.047, 0.114, 0.138, 0.129, 0.075],
  "e_homo_ev": -7.92,
  "charge": -1,
  "lumo_ev": 2.4,
  "orbital_gap_ev": 10.298
}


Energetically preferred structure: B) | next structure: +0.0738 hartree


A) {
  "formula": "C8H15N",
  "method": "the ωB97M-V functional and the def2-TZVPD basis",
  "elements": ["C", "C", "C", "C", "C", "C", "C", "C", "N", "H", "H", "H", "H", "H", "H", "H", "H", "H", "H", "H", "H", "H", "H", "H"],
  "coordinates": [[-0.72, -0.53, -1.35], [0.24, 1.92, 0.17], [0.56, -2.10, 0.96], [-2.18, -0.41, -1.02], [-0.25, 0.25, -2.54], [0.28, 0.47, 0.27], [0.54, -0.65, 0.75], [1.62, 0.28, 2.47], [1.68, 1.49, 2.82], [-0.40, -1.57, -1.42], [2.20, 1.67, 3.69], [2.11, -0.52, 3.07], [0.89, 2.28, -0.64], [-0.77, 2.28, -0.01], [0.59, 2.34, 1.12], [-0.43, -2.53, 0.82], [1.26, -2.58, 0.28], [0.88, -2.31, 1.98], [-2.46, -1.04, -0.17], [-2.45, 0.63, -0.77], [-2.82, -0.70, -1.87], [0.83, 0.16, -2.68], [-0.50, 1.31, -2.46], [-0.72, -0.11, -3.47]],
  "nbo_charge": [-0.165, -0.711, -0.692, -0.646, -0.645, 0.098, 0.109, 0.033, -0.726, 0.183, 0.341, 0.103, 0.235, 0.229, 0.296, 0.236, 0.236, 0.248, 0.210, 0.204, 0.204, 0.214, 0.202, 0.204],
  "e_homo_ev": [-6.38, -6.39],
  "charge": 0,
  "lumo_ev": [1.0, 1.0],
  "orbital_gap_ev": [7.342, 7.344]
}


B) {
  "formula": "C8H15N",
  "method": "the ωB97M-V functional and the def2-TZVPD basis",
  "elements": ["C", "C", "C", "C", "C", "C", "C", "C", "H", "H", "H", "H", "H", "H", "H", "H", "H", "H", "H", "H", "H", "H", "H", "N"],
  "coordinates": [[2.42, -0.92, -0.84], [1.33, 0.10, -0.01], [1.98, 1.15, 0.87], [-0.03, -0.32, 0.77], [-1.10, -1.21, 0.67], [-2.35, -0.65, -0.03], [-2.17, 0.86, -0.22], [0.08, 0.27, -0.56], [2.01, -1.90, -1.11], [3.37, -1.32, -0.37], [3.03, -0.38, -1.60], [1.17, 1.56, 1.56], [2.65, 0.69, 1.62], [2.50, 2.23, 0.27], [-0.06, 0.51, 1.63], [-0.69, -2.12, 0.01], [-1.26, -1.67, 1.63], [-3.27, -1.14, 0.38], [-2.16, -1.08, -1.07], [-3.02, 1.15, -0.87], [-2.47, 1.39, 0.72], [-0.90, 1.92, -1.48], [-0.20, -0.52, -1.32], [-0.84, 1.41, -0.65]],
  "nbo_charge": [-0.643, 0.026, -0.602, -0.240, -0.408, -0.429, -0.238, -0.104, 0.219, 0.219, 0.222, 0.216, 0.222, 0.204, 0.207, 0.193, 0.207, 0.239, 0.193, 0.199, 0.179, 0.365, 0.178, -0.624],
  "e_homo_ev": -8.39,
  "charge": 0,
  "lumo_ev": 1.0,
  "orbital_gap_ev": 9.370
}


Energetically preferred structure: B) | next structure: +0.0240 hartree